Record 1
DFT (ωB97M-V/def2-TZVPD) results for C12H27DyN3O2P2 as an isolated structure at a distorted geometry.

Computed properties:
Charge ... +2
2S+1 ... 7
E_LUMO (alpha / beta) ... -5.977 / -8.274 eV
Frontier orbital gap (alpha / beta) ... 7.6 / 5.2 eV
Calculated total energy ... -64093.155 eV
<S²> ... 12.615

Atoms and positions in Å:
Dy -0.501 -0.477 0.208
P -0.470 -3.067 -1.217
P -2.171 1.113 1.965
O -2.778 -0.342 -0.664
O 0.870 -0.865 1.951
N 2.292 -0.794 3.756
N 0.182 1.756 0.059
N 0.733 -0.296 -1.733
C 0.873 -1.102 -2.971
C 2.698 -0.059 4.963
C -1.454 2.711 1.566
C -0.351 2.801 0.698
C 3.227 -1.806 3.235
C -2.965 1.672 -2.041
C -3.375 -0.670 -2.994
C 1.242 2.039 -0.917
C 1.217 -0.444 3.091
C 1.752 0.757 -1.634
C 0.172 -2.508 -2.860
C -3.144 0.196 -1.779
H 0.564 0.291 3.632
H -3.854 2.238 -1.806
H 2.686 -2.743 3.063
H 2.096 2.562 -0.437
H 0.190 -4.329 -1.200
H -2.696 -1.521 -3.039
H 0.609 -0.605 -3.914
H 3.682 -1.445 2.303
H 1.981 -1.321 -3.149
H -2.798 1.799 -3.118
H 1.016 -3.185 -3.049
H 0.842 2.670 -1.736
H -1.797 3.637 2.020
H 3.998 -1.943 4.000
H -3.493 1.456 1.534
H -2.129 2.002 -1.408
H 1.922 -0.065 5.741
H -4.391 -1.038 -3.060
H 0.060 3.813 0.538
H 3.587 -0.510 5.388
H 2.019 1.068 -2.667
H -0.567 -2.682 -3.662
H -1.689 -3.585 -1.751
H -3.257 -0.034 -3.865
H 2.740 0.515 -1.158
H -2.313 1.348 3.361
H 2.941 0.992 4.757

Atom charges from the Mulliken analysis, given in e for atoms 1 to 8: atom 1 (Dy): 0.607, atom 2 (P): -0.016, atom 3 (P): -0.078, atom 4 (O): -0.586, atom 5 (O): -0.618, atom 6 (N): 0.122, atom 7 (N): 0.153, atom 8 (N): -0.023

=====

Record 2
DFT (ωB97M-V/def2-TZVPD) results for C54H51F27O30Zr as an isolated structure at a distorted geometry.

Computed properties:
Charge ... -2
2S+1 ... 1
E_LUMO ... 2.665 eV
Frontier orbital gap ... 5.3 eV
Calculated total energy ... -192909.536 eV
Relative energy (zero: lowest compared OMol25 entry of this formula, charge and spin) ... 0.0 kcal per mole

Atoms and positions in Å:
Zr 8.166 3.926 25.228
F 11.796 6.572 18.948
F 9.561 -5.742 25.829
F 6.825 8.924 26.213
F 6.836 10.160 24.464
F 10.732 7.529 23.297
F 15.482 -2.141 25.739
F 7.649 8.062 17.870
F 12.753 7.509 24.194
F 10.999 7.911 25.380
F 12.229 7.023 21.036
F 3.709 -0.045 23.967
F 8.428 0.264 10.388
F 11.047 -6.577 24.589
F 8.945 -5.649 18.056
F 10.225 6.375 20.434
F 8.962 -6.482 23.824
F 16.530 -3.469 24.420
F 7.554 2.049 9.678
F 10.327 -5.749 16.388
F 8.387 6.449 16.575
F 7.345 8.123 15.737
F 6.500 0.936 11.216
F 10.611 -7.096 18.026
F 14.788 -4.216 25.473
F 8.701 9.339 25.228
F 5.268 0.111 25.441
F 5.713 -0.585 23.411
O 10.325 0.318 20.316
O 5.661 5.928 30.500
O 12.353 5.002 24.395
O 10.187 5.179 24.677
O 6.213 7.999 23.208
O 4.982 7.159 16.868
O 8.609 4.490 31.240
O 4.185 2.279 23.108
O 8.089 5.517 26.664
O 14.302 -3.385 22.717
O 11.300 -3.761 17.814
O 3.339 5.312 28.988
O 13.795 -1.541 23.928
O 7.302 2.336 26.695
O 6.488 3.043 31.145
O 11.723 4.286 21.580
O 6.213 5.409 17.570
O 11.337 -5.031 19.684
O 9.890 3.377 26.995
O 9.416 2.668 18.987
O 7.704 6.819 24.323
O 6.271 2.299 23.967
O 9.544 -4.320 22.767
O 9.186 2.317 24.353
O 7.997 4.215 23.143
O 8.011 2.041 13.070
O 10.874 -3.696 24.531
O 9.629 2.495 11.563
O 6.169 4.627 25.337
O 12.393 4.128 19.447
C 8.018 2.393 15.494
C 10.206 -4.491 23.933
C 9.640 -3.080 22.071
C 5.074 4.631 17.895
C 7.260 2.841 30.231
C 13.695 -0.552 21.743
C 12.891 -1.004 22.971
C 11.267 5.697 24.512
C 11.104 -4.858 18.525
C 8.559 2.055 11.869
C 12.446 3.575 24.652
C 6.948 2.294 28.917
C 12.867 2.828 19.557
C 14.378 -2.716 23.704
C 11.943 -2.630 18.437
C 4.464 5.390 28.455
C 8.573 3.391 22.359
C 11.524 6.251 20.207
C 6.372 7.042 20.931
C 8.417 -2.777 21.260
C 11.463 7.198 24.360
C 9.917 1.332 20.953
C 7.698 1.325 10.786
C 8.614 3.706 30.294
C 3.302 4.542 23.148
C 7.110 7.854 24.136
C 9.892 -5.876 24.556
C 11.873 4.764 20.493
C 5.750 5.245 26.373
C 5.604 5.907 29.266
C 10.225 -5.870 17.722
C 9.337 2.242 23.101
C 13.845 2.530 18.435
C 4.318 3.566 22.539
C 7.424 9.072 25.035
C 4.603 5.086 27.100
C 5.010 0.260 24.167
C 8.656 2.776 14.162
C 7.831 2.463 27.885
C 6.024 6.592 17.044
C 6.834 6.075 28.592
C 8.596 3.498 20.952
C 5.247 1.741 23.738
C 6.988 5.827 27.224
C 7.395 7.303 16.777
C 9.187 3.034 28.040
C 9.481 3.759 29.171
C 15.334 -3.150 24.871
C 9.254 2.495 20.215
C 12.162 -1.543 17.384
C 13.765 3.081 24.078
C 5.582 3.371 18.584
C 9.987 1.259 22.324
C 5.876 6.903 22.368
H 12.463 -0.722 18.040
H 12.460 3.510 25.739
H 8.445 3.837 14.050
H 10.495 0.452 22.828
H 9.681 2.417 14.142
H 4.464 5.152 18.636
H 14.620 3.646 24.446
H 7.307 6.480 20.926
H 5.818 3.568 19.630
H 13.859 2.059 24.452
H 12.158 -1.730 22.617
H 13.351 2.444 17.463
H 12.963 -1.716 16.669
H 7.688 6.453 29.135
H 10.552 -2.991 21.476
H 4.491 4.466 16.988
H 14.423 1.606 18.465
H 14.553 0.068 22.013
H 4.854 2.560 18.608
H 11.360 -2.225 19.272
H 3.265 5.483 22.604
H 10.419 4.276 29.318
H 12.113 2.044 19.660
H 12.308 -0.227 23.457
H 8.156 4.372 20.497
H 13.083 0.051 21.069
H 9.785 -2.251 22.772
H 14.091 -1.383 21.161
H 4.803 6.760 22.520
H 11.253 -1.248 16.864
H 7.941 1.309 15.586
H 6.475 2.979 18.096
H 3.677 4.784 26.622
H 13.798 2.998 22.993
H 6.491 8.075 20.617
H 14.584 3.329 18.346
H 5.320 3.985 22.423
H 8.509 -1.886 20.639
H 5.911 2.035 28.753
H 3.344 4.552 24.234
H 6.161 5.922 22.757
H 8.388 -3.598 20.536
H 4.073 3.394 21.484
H 5.671 6.502 20.292
H 8.712 2.741 16.261
H 13.488 2.731 20.457
H 2.339 4.079 22.910
H 7.536 -2.695 21.894
H 11.615 3.022 24.220
H 7.008 2.774 15.634
H 12.821 -2.840 19.056

Atom charges from the Mulliken analysis, given in e for atoms 1 to 8: atom 1 (Zr): 0.207, atom 2 (F): -0.284, atom 3 (F): -0.243, atom 4 (F): -0.233, atom 5 (F): -0.308, atom 6 (F): -0.192, atom 7 (F): -0.257, atom 8 (F): -0.249

=====

Record 3
DFT (ωB97M-V/def2-TZVPD) results for a single C19H26N2O3S molecule.

Computed properties:
Charge ... 0
2S+1 ... 1
E_LUMO ... 0.754 eV
Frontier orbital gap ... 9.0 eV
Calculated total energy ... -40082.417 eV
Relative energy (zero: lowest compared OMol25 entry of this formula, charge and spin) ... 47.6 kcal per mole
SMILES ... CCCOc1ccc(C(=O)NC[C@@H](c2cccs2)N(C)C)cc1OC

Atoms and positions in Å:
S -2.752 -0.874 1.471
O 4.078 0.057 1.760
O -0.831 -1.993 -1.732
O 4.078 -1.829 -0.423
N -1.569 0.064 -1.176
N -3.674 1.663 -0.206
C -3.571 -2.173 2.241
C 1.824 0.415 1.372
C 5.651 0.909 0.081
C -2.875 -0.095 -1.754
C 1.727 -1.333 -0.733
C 2.995 -0.234 0.989
C -4.647 2.044 0.801
C -4.761 -2.448 1.652
C 5.395 -0.043 1.251
C 5.444 2.364 0.482
C -5.033 -1.592 0.560
C -4.045 -0.684 0.335
C -3.969 0.337 -0.755
C 2.936 -1.152 -0.081
C -3.603 2.688 -1.231
C 4.028 -2.726 -1.506
C 0.624 0.220 0.720
C -0.664 -0.945 -1.135
C 0.572 -0.651 -0.360
H 5.592 3.021 -0.372
H 1.636 -2.029 -1.552
H -3.440 3.649 -0.745
H 3.325 -3.544 -1.320
H 4.975 0.655 -0.738
H 5.036 -3.129 -1.594
H -2.997 -1.153 -2.002
H 1.889 1.085 2.216
H -2.766 2.503 -1.900
H 3.758 -2.219 -2.438
H -5.426 -3.227 1.978
H -1.435 0.892 -0.617
H -0.259 0.727 1.079
H 5.628 -1.071 0.960
H 4.435 2.510 0.860
H -5.929 -1.651 -0.032
H -3.113 -2.657 3.080
H -5.660 2.155 0.384
H -4.939 0.335 -1.291
H -2.959 0.482 -2.682
H -4.344 2.994 1.238
H -4.527 2.752 -1.826
H -4.678 1.296 1.590
H 6.022 0.237 2.103
H 6.147 2.647 1.263
H 6.674 0.755 -0.266

Atom charges from the natural (NBO) analysis, given in e for atoms 1 to 8: atom 1 (S): 0.439, atom 2 (O): -0.500, atom 3 (O): -0.631, atom 4 (O): -0.524, atom 5 (N): -0.629, atom 6 (N): -0.449, atom 7 (C): -0.411, atom 8 (C): -0.246

=====

Record 4
DFT (ωB97M-V/def2-TZVPD) results for a single C4H6O2 molecule at a distorted geometry.

Computed properties:
Charge ... 0
2S+1 ... 1
E_LUMO ... 0.979 eV
Frontier orbital gap ... 8.9 eV
Calculated total energy ... -8338.477 eV
Relative energy (zero: lowest compared OMol25 entry of this formula, charge and spin) ... 45.7 kcal per mole
SMILES ... O/C=C/C=C/O

Atoms and positions in Å:
O 2.708 -0.647 0.064
O -2.708 -0.647 -0.064
C 1.367 -0.454 0.287
C -0.713 0.696 0.012
C -1.367 -0.454 -0.287
C 0.713 0.696 -0.012
H 0.992 -1.230 0.944
H -1.223 1.556 0.438
H -0.992 -1.230 -0.944
H 1.223 1.556 -0.437
H -3.046 0.078 0.486
H 3.047 0.078 -0.486

Atom charges from the natural (NBO) analysis, given in e for atoms 1 to 8: atom 1 (O): -0.679, atom 2 (O): -0.679, atom 3 (C): 0.155, atom 4 (C): -0.341, atom 5 (C): 0.155, atom 6 (C): -0.341, atom 7 (H): 0.192, atom 8 (H): 0.200

=====

Record 5
DFT (ωB97M-V/def2-TZVPD) results for a 3-piece molecular cluster, C5H14O2 overall.

Computed properties:
Charge ... 0
2S+1 ... 1
E_LUMO ... 0.737 eV
Frontier orbital gap ... 10.2 eV
Calculated total energy ... -9506.104 eV
Relative energy (zero: lowest compared OMol25 entry of this formula, charge and spin) ... 20.6 kcal per mole
SMILES ... C=CCCC.O.O

Atoms and positions in Å:
O -2.556 -1.605 -2.301
O -6.706 -0.014 -0.961
C 1.639 0.585 0.246
C 3.096 2.539 -0.302
C 1.507 -0.275 1.515
C 2.957 1.289 0.115
C 1.113 -1.737 1.192
H -7.081 -0.787 -0.520
H 2.296 3.120 -0.750
H 0.093 -1.787 0.808
H 1.253 -2.351 2.086
H 2.480 -0.328 2.001
H 3.858 0.765 0.409
H 0.761 0.094 2.219
H -7.108 0.697 -0.449
H 1.816 -2.109 0.446
H 1.498 -0.070 -0.623
H 0.829 1.312 0.162
H -2.429 -1.003 -3.039
H 4.074 3.007 -0.353
H -3.390 -1.342 -1.899

Atom charges from the natural (NBO) analysis, given in e for atoms 1 to 8: atom 1 (O): -0.941, atom 2 (O): -0.934, atom 3 (C): -0.453, atom 4 (C): -0.403, atom 5 (C): -0.387, atom 6 (C): -0.161, atom 7 (C): -0.599, atom 8 (H): 0.467

=====

Record 6
DFT (ωB97M-V/def2-TZVPD) results for an isolated ion of composition C5H9N4O and charge +1 at a distorted geometry.

Computed properties:
Charge ... +1
2S+1 ... 1
E_LUMO ... -3.533 eV
Frontier orbital gap ... 9.8 eV
Calculated total energy ... -13328.122 eV
Relative energy (zero: lowest compared OMol25 entry of this formula, charge and spin) ... 107.7 kcal per mole
SMILES ... C=N/N=C/[NH2+]CCN=C=O

Atoms and positions in Å:
O -2.715 -2.111 -0.415
N -0.343 1.802 0.117
N -1.509 2.291 0.238
N -0.542 -1.882 0.292
N 1.339 0.162 0.012
C 1.738 -1.201 -0.256
C 0.798 -2.130 0.570
C -2.047 3.435 0.168
C -1.651 -2.116 0.024
C 0.071 0.799 -0.554
H 1.272 0.309 0.970
H -3.069 3.550 0.405
H 1.263 -3.240 0.203
H 1.577 -1.433 -1.272
H -0.316 0.226 -1.447
H -1.671 4.147 -0.450
H 2.772 -1.247 0.016
H 2.022 0.774 -0.310
H 1.010 -2.137 1.688

Atom charges from the natural (NBO) analysis, given in e for atoms 1 to 8: atom 1 (O): -0.469, atom 2 (N): -0.189, atom 3 (N): -0.165, atom 4 (N): -0.593, atom 5 (N): -0.504, atom 6 (C): -0.232, atom 7 (C): -0.234, atom 8 (C): -0.037